1.
Below is a molecular structure, C53H59BaClF3NO6S3Si4Te in a non-equilibrium geometry, with properties calculated with ωB97M-V/def2-TZVPD.

Geometry as XYZ:
```
132
Properties=species:S:1:pos:R:3:lowdin_charge:R:1
Ba 0.595 0.948 1.526 1.68
S -0.295 4.594 5.458 0.92
C -1.877 4.177 4.962 -0.48
C -1.871 3.233 3.981 -0.27
C -0.577 2.771 3.553 -0.26
C 0.372 3.445 4.276 -0.55
C 1.821 3.353 4.145 -0.31
C 2.707 4.050 4.982 -0.06
C 4.067 3.931 4.791 -0.09
C 4.548 3.118 3.773 -0.08
C 3.615 2.457 2.992 -0.14
N 2.300 2.568 3.164 0.01
H -2.731 4.655 5.423 0.04
H -2.800 2.881 3.554 0.07
H 2.317 4.674 5.775 0.07
H 4.753 4.470 5.436 0.10
H 5.606 2.996 3.587 0.09
H 3.932 1.808 2.182 0.09
C -5.634 -2.459 -3.198 -0.06
C -4.200 -2.052 -2.980 -0.28
C -3.844 -1.243 -1.910 -0.03
C -2.518 -0.887 -1.695 -0.16
C -1.554 -1.342 -2.576 -0.39
C -1.879 -2.160 -3.646 -0.06
C -3.203 -2.509 -3.845 -0.05
S 0.165 -0.935 -2.273 1.00
O 0.966 -2.026 -2.884 -0.46
C 0.249 0.449 -3.477 -0.24
C -0.876 1.271 -3.708 -0.06
C -0.835 2.231 -4.671 -0.02
C 0.341 2.457 -5.423 -0.17
C 0.404 3.463 -6.416 -0.05
C 1.572 3.734 -7.069 -0.10
C 2.739 3.008 -6.751 -0.08
C 2.705 2.023 -5.804 -0.01
C 1.503 1.707 -5.124 -0.12
C 1.443 0.690 -4.121 -0.14
C 2.703 0.013 -3.690 -0.16
C 3.320 -0.988 -4.492 -0.12
C 2.746 -1.423 -5.712 -0.01
C 3.349 -2.391 -6.463 -0.08
C 4.555 -2.982 -6.028 -0.10
C 5.122 -2.592 -4.849 -0.04
C 4.523 -1.588 -4.049 -0.15
C 5.082 -1.192 -2.811 -0.01
C 4.487 -0.226 -2.057 -0.04
C 3.311 0.392 -2.521 -0.27
S 2.574 1.628 -1.419 0.98
O 3.498 1.737 -0.256 -0.50
C 2.886 3.064 -2.453 -0.34
C 1.813 3.817 -2.893 -0.06
C 2.057 4.930 -3.689 -0.03
C 3.349 5.295 -4.038 -0.28
C 3.602 6.476 -4.937 -0.06
C 4.416 4.533 -3.558 -0.05
C 4.190 3.421 -2.769 -0.06
H -6.287 -2.002 -2.455 0.07
H -5.745 -3.543 -3.124 0.08
H -5.983 -2.159 -4.189 0.07
H -4.601 -0.906 -1.212 0.11
H -2.238 -0.287 -0.838 0.02
H -1.087 -2.531 -4.285 0.11
H -3.471 -3.155 -4.675 0.11
H -1.769 1.132 -3.119 0.11
H -1.700 2.861 -4.844 0.12
H -0.494 4.032 -6.632 0.11
H 1.610 4.515 -7.819 0.09
H 3.670 3.239 -7.254 0.10
H 3.608 1.481 -5.555 0.12
H 1.812 -0.981 -6.034 0.12
H 2.895 -2.717 -7.391 0.09
H 5.020 -3.756 -6.627 0.09
H 6.038 -3.055 -4.501 0.11
H 5.980 -1.685 -2.458 0.11
H 4.867 0.065 -1.086 0.10
H 0.798 3.540 -2.621 0.08
H 1.219 5.518 -4.049 0.12
H 2.681 7.027 -5.124 0.07
H 3.998 6.147 -5.901 0.07
H 4.329 7.161 -4.497 0.07
H 5.432 4.815 -3.815 0.11
H 5.014 2.828 -2.390 0.12
O 2.440 -2.824 1.505 -0.31
Cl 2.728 -1.437 1.372 0.61
O 4.124 -1.220 1.139 -0.32
O 2.315 -0.718 2.572 -0.54
O 1.950 -0.857 0.283 -0.62
F 0.312 3.419 -0.212 -0.17
C -0.853 3.001 -0.933 -0.31
F -0.786 1.544 -0.581 -0.36
F -1.846 3.393 -0.071 -0.05
C -4.811 -5.029 4.738 -0.23
Si -4.254 -4.062 3.204 0.31
C -5.754 -3.095 2.579 -0.23
C -3.818 -5.322 1.872 -0.23
Si -2.468 -2.619 3.600 -0.08
Te -1.546 -1.920 1.427 0.35
Si -0.838 -3.724 4.859 0.32
C 0.699 -2.657 5.008 -0.21
C -0.360 -5.341 4.015 -0.22
C -1.441 -4.139 6.612 -0.23
Si -3.302 -0.812 4.820 0.33
C -1.927 0.175 5.633 -0.21
C -4.482 -1.380 6.198 -0.23
C -4.279 0.313 3.659 -0.22
H -5.709 -5.617 4.524 0.02
H -5.035 -4.358 5.571 0.01
H -4.028 -5.719 5.061 0.01
H -6.560 -3.769 2.271 0.02
H -5.464 -2.488 1.718 0.02
H -6.144 -2.425 3.349 0.01
H -4.694 -5.900 1.561 0.02
H -3.055 -6.019 2.226 0.01
H -3.411 -4.803 1.001 0.00
H 1.047 -2.361 4.018 0.00
H 1.514 -3.195 5.504 0.03
H 0.497 -1.747 5.578 0.02
H -0.008 -5.125 3.004 0.03
H -1.213 -6.021 3.944 0.01
H 0.441 -5.853 4.556 0.02
H -1.549 -3.224 7.201 0.01
H -0.732 -4.789 7.133 0.02
H -2.411 -4.642 6.592 0.00
H -1.417 -0.418 6.398 0.02
H -2.315 1.082 6.103 0.03
H -1.191 0.498 4.894 0.01
H -4.037 -2.185 6.789 0.01
H -5.425 -1.747 5.784 0.01
H -4.714 -0.552 6.876 0.02
H -3.579 0.871 3.038 0.01
H -4.902 1.022 4.212 0.03
H -4.917 -0.267 2.988 0.01
```

Results
gap between HOMO and LUMO = 5.553 eV
energy relative to the best compared isomer or geometry (same formula, charge and spin) = 0.0 kJ/mol
charge = -2

=====

2.
Below is a molecular structure, C53H68BrN4O3ReSbSi3Te, with properties calculated with ωB97M-V/def2-TZVPD.

Geometry as XYZ:
```
135
Properties=species:S:1:pos:R:3:lowdin_charge:R:1
Re 0.554 1.946 0.099 1.65
Br -1.464 4.927 -0.886 0.96
C -0.622 3.876 -2.179 -0.67
C -0.853 4.228 -3.498 -0.08
C -0.360 3.430 -4.513 0.01
C 0.336 2.286 -4.172 0.03
C 0.535 2.009 -2.840 -0.18
N 0.093 2.793 -1.832 -0.02
C 1.242 0.747 -2.440 -0.59
O 1.775 0.060 -3.272 0.12
O 1.216 0.512 -1.158 -0.24
H -1.436 5.112 -3.706 0.11
H -0.542 3.688 -5.548 0.13
H 0.734 1.591 -4.897 0.14
C 2.926 3.211 3.456 -0.27
Sb 3.763 1.709 2.166 1.50
C 2.696 2.407 0.331 -0.58
C 2.257 3.776 0.651 -0.50
C 2.902 5.012 0.539 -0.02
C 2.290 6.138 1.049 -0.03
C 1.037 6.042 1.652 -0.06
C 0.393 4.827 1.628 -0.20
N 0.981 3.741 1.116 -0.10
Si 4.044 2.236 -1.019 0.41
C 3.499 3.099 -2.600 -0.14
C 4.468 0.444 -1.293 -0.15
C 5.652 3.094 -0.537 -0.20
C 2.756 0.098 3.243 -0.56
C 1.417 0.563 3.717 -0.43
C 1.087 0.434 5.073 -0.05
C -0.193 0.650 5.533 -0.03
C -1.165 0.975 4.605 -0.04
C -0.765 1.146 3.299 -0.14
N 0.486 1.019 2.834 0.08
Si 4.096 -0.279 4.609 0.42
C 5.786 -0.459 3.804 -0.21
C 4.352 1.080 5.888 -0.18
C 3.740 -1.839 5.587 -0.17
Si 2.384 -1.591 2.360 0.46
C 3.933 -2.582 2.005 -0.17
C 1.218 -2.524 3.495 -0.15
C 1.473 -1.471 0.756 -0.19
H 3.230 4.202 3.128 0.01
H 3.301 3.045 4.459 -0.01
H 1.839 3.144 3.471 0.01
H 3.892 5.059 0.113 0.10
H 2.799 7.093 1.010 0.12
H 0.557 6.899 2.102 0.12
H -0.599 4.699 2.037 0.09
H 3.042 2.415 -3.315 0.02
H 4.381 3.521 -3.087 0.05
H 2.807 3.926 -2.413 0.03
H 3.688 -0.106 -1.817 0.02
H 4.671 -0.065 -0.346 0.02
H 5.381 0.387 -1.890 0.05
H 5.601 4.183 -0.593 0.02
H 6.410 2.778 -1.259 0.04
H 6.018 2.824 0.452 0.00
H 1.845 0.117 5.771 0.07
H -0.428 0.541 6.583 0.12
H -2.205 1.103 4.871 0.11
H -1.514 1.399 2.573 0.05
H 6.306 0.500 3.770 0.02
H 5.768 -0.856 2.792 0.01
H 6.391 -1.135 4.414 0.05
H 4.972 1.885 5.493 0.03
H 4.914 0.626 6.709 0.04
H 3.453 1.523 6.316 0.03
H 3.691 -2.734 4.969 0.03
H 2.821 -1.791 6.172 0.03
H 4.566 -1.971 6.291 0.05
H 4.536 -2.825 2.878 0.02
H 4.578 -2.085 1.276 0.03
H 3.608 -3.524 1.556 0.05
H 1.456 -2.457 4.554 0.01
H 1.217 -3.581 3.218 0.05
H 0.198 -2.154 3.358 0.04
H 2.067 -1.068 -0.062 0.02
H 0.561 -0.880 0.839 0.00
H 1.179 -2.489 0.487 0.04
C -1.651 -8.380 -3.894 -0.05
C -1.668 -7.009 -3.275 -0.26
C -2.755 -6.561 -2.541 -0.02
C -2.788 -5.294 -1.967 -0.29
C -4.015 -4.916 -1.180 -0.07
C -1.694 -4.432 -2.146 -0.40
Te -1.787 -2.453 -1.343 1.45
N -1.121 1.530 0.259 -0.07
C -2.503 1.213 0.178 -0.44
O -2.875 0.218 -0.377 0.06
C -3.442 2.227 0.730 -0.17
C -3.080 3.140 1.715 -0.09
C -4.012 4.041 2.201 -0.06
C -5.304 4.042 1.689 -0.06
C -5.668 3.131 0.706 -0.05
C -4.743 2.216 0.231 0.00
C -3.486 -1.905 -2.496 -0.41
C -4.728 -1.675 -1.897 -0.33
C -5.015 -1.851 -0.427 -0.10
C -5.801 -1.280 -2.698 -0.02
C -5.678 -1.108 -4.065 -0.27
C -6.846 -0.681 -4.911 -0.05
C -4.432 -1.338 -4.638 -0.02
C -3.334 -1.729 -3.884 -0.29
C -2.031 -1.964 -4.602 -0.07
C -0.576 -4.875 -2.866 -0.32
C 0.652 -4.041 -3.111 -0.08
C -0.586 -6.153 -3.415 -0.02
H -2.563 -8.928 -3.664 0.07
H -0.803 -8.963 -3.531 0.08
H -1.560 -8.315 -4.979 0.08
H -3.606 -7.219 -2.399 0.12
H -4.546 -5.811 -0.858 0.08
H -4.699 -4.317 -1.785 0.08
H -3.757 -4.328 -0.299 0.04
H -2.075 3.126 2.117 0.07
H -3.737 4.741 2.979 0.11
H -6.030 4.751 2.062 0.11
H -6.676 3.128 0.315 0.11
H -5.010 1.494 -0.529 0.12
H -4.119 -2.056 0.152 0.01
H -5.714 -2.676 -0.277 0.09
H -5.482 -0.951 -0.024 0.07
H -6.766 -1.116 -2.228 0.12
H -7.767 -0.658 -4.330 0.07
H -6.990 -1.363 -5.750 0.08
H -6.684 0.315 -5.327 0.08
H -4.312 -1.210 -5.709 0.12
H -2.106 -1.635 -5.638 0.08
H -1.769 -3.023 -4.601 0.07
H -1.204 -1.435 -4.120 0.05
H 0.659 -3.124 -2.531 0.01
H 0.723 -3.760 -4.164 0.09
H 1.551 -4.608 -2.866 0.08
H 0.284 -6.483 -3.975 0.12
```

Results
gap between HOMO and LUMO (spin up / spin down) = 4.581 / 4.582 eV
energy relative to the best compared isomer or geometry (same formula, charge and spin) = 29.7 kJ/mol
charge = +1

=====

3.
Below is a molecular structure, C53H71N2O8P in a non-equilibrium geometry, with properties calculated with ωB97M-V/def2-TZVPD.

Geometry as XYZ:
```
135
Properties=species:S:1:pos:R:3:lowdin_charge:R:1
C -1.429 0.005 -2.708 -0.10
C -1.983 -1.324 -2.203 -0.22
C -0.910 -2.423 -2.194 -0.20
C -0.985 -3.480 -3.316 -0.19
C -2.380 -4.016 -3.653 -0.17
C -3.191 -3.321 -4.776 -0.21
C -2.473 -2.265 -5.604 -0.21
C -1.395 -2.836 -6.553 -0.19
C -0.064 -2.049 -6.524 -0.20
C 1.171 -2.955 -6.439 -0.22
C 2.448 -2.308 -6.986 -0.19
C 3.017 -1.269 -5.997 -0.20
C 3.376 0.050 -6.691 -0.16
C 3.964 1.090 -5.744 -0.22
O 4.624 0.431 -4.683 -0.16
C 5.208 1.285 -3.729 -0.16
C 4.239 1.494 -2.570 -0.38
N 4.737 2.543 -1.676 -0.01
C 3.623 3.187 -0.951 -0.24
C 4.126 4.049 0.208 -0.24
C 3.198 5.237 0.458 -0.11
N 3.980 0.261 -1.836 0.03
C 2.717 -0.368 -2.263 -0.23
C 2.681 -1.875 -1.993 -0.17
P 1.890 -2.260 -0.428 0.51
O 0.474 -1.859 -0.420 -0.28
O 2.148 -3.812 -0.167 -0.18
C 1.100 -4.715 -0.563 -0.23
C 0.977 -4.906 -2.069 -0.06
O 2.797 -1.626 0.703 -0.18
C 2.448 -0.317 1.191 -0.26
C 3.728 0.441 1.551 -0.05
H -0.956 -0.098 -3.687 0.06
H -2.190 0.781 -2.777 0.07
H -0.657 0.361 -2.026 0.06
H -2.879 -1.620 -2.745 0.09
H -2.297 -1.156 -1.171 0.11
H 0.058 -1.924 -2.290 0.07
H -0.867 -2.929 -1.231 0.09
H -0.404 -4.333 -2.957 0.01
H -0.449 -3.116 -4.190 0.10
H -2.280 -5.070 -3.914 0.10
H -2.967 -4.003 -2.733 0.11
H -3.593 -4.079 -5.449 0.10
H -4.069 -2.850 -4.327 0.10
H -2.061 -1.476 -4.979 0.08
H -3.235 -1.784 -6.223 0.11
H -1.767 -2.798 -7.575 0.11
H -1.202 -3.873 -6.284 0.10
H -0.072 -1.431 -5.624 0.09
H 0.022 -1.395 -7.390 0.11
H 0.982 -3.879 -6.991 0.11
H 1.344 -3.243 -5.401 0.10
H 2.202 -1.800 -7.920 0.10
H 3.180 -3.090 -7.178 0.11
H 3.945 -1.660 -5.585 0.11
H 2.321 -1.110 -5.173 0.09
H 2.474 0.462 -7.145 0.11
H 4.082 -0.185 -7.488 0.12
H 4.665 1.741 -6.276 0.12
H 3.166 1.725 -5.342 0.12
H 5.484 2.254 -4.157 0.12
H 6.121 0.812 -3.360 0.13
H 3.279 1.810 -3.002 0.14
H 5.129 3.258 -2.279 0.10
H 3.055 3.825 -1.641 0.12
H 2.959 2.393 -0.612 0.10
H 5.118 4.406 -0.066 0.10
H 4.203 3.434 1.102 0.09
H 2.177 4.899 0.627 0.04
H 3.211 5.900 -0.407 0.08
H 3.520 5.818 1.320 0.07
H 4.737 -0.387 -2.019 0.11
H 1.912 0.136 -1.727 0.09
H 2.557 -0.215 -3.331 0.09
H 2.147 -2.375 -2.796 0.08
H 3.699 -2.271 -1.965 0.11
H 0.153 -4.399 -0.131 0.11
H 1.358 -5.667 -0.106 0.11
H 0.253 -4.216 -2.498 -0.05
H 0.639 -5.924 -2.257 0.10
H 1.939 -4.777 -2.560 0.10
H 1.869 0.246 0.465 0.08
H 1.839 -0.422 2.087 0.11
H 4.539 0.041 0.949 0.08
H 3.968 0.337 2.605 0.07
H 3.622 1.488 1.278 0.04
C -0.108 8.457 6.278 -0.06
C 0.500 8.863 5.095 -0.06
C 0.633 7.975 4.041 0.00
C 0.166 6.673 4.169 -0.08
C -0.429 6.261 5.363 -0.08
C -0.571 7.159 6.412 0.00
C -0.906 4.859 5.540 -0.28
O -1.430 4.504 6.575 0.10
C -0.713 3.908 4.409 -0.08
C -1.103 2.584 4.564 0.01
C -0.939 1.688 3.522 -0.04
C -0.395 2.114 2.315 -0.05
C -0.003 3.432 2.155 0.00
C -0.152 4.333 3.201 -0.08
C 0.305 5.738 3.017 -0.26
O 0.780 6.110 1.964 0.09
H -0.217 9.155 7.098 0.11
H 0.869 9.875 4.996 0.11
H 1.099 8.283 3.116 0.12
H -1.041 6.833 7.329 0.12
H -1.530 2.260 5.502 0.12
H -1.239 0.656 3.651 0.10
H -0.273 1.415 1.497 0.10
H 0.425 3.771 1.221 0.11
C -5.503 -0.560 9.712 -0.06
C -4.477 0.195 9.153 -0.05
C -4.029 -0.081 7.873 0.00
C -4.600 -1.119 7.148 -0.08
C -5.620 -1.887 7.715 -0.08
C -6.073 -1.598 8.996 0.00
C -6.226 -3.028 6.972 -0.28
O -7.117 -3.690 7.460 0.11
C -5.700 -3.333 5.610 -0.08
C -6.216 -4.419 4.915 0.00
C -5.749 -4.710 3.645 -0.06
C -4.769 -3.914 3.060 -0.06
C -4.249 -2.833 3.750 0.00
C -4.707 -2.542 5.029 -0.08
C -4.116 -1.389 5.765 -0.27
O -3.265 -0.692 5.255 0.10
H -5.856 -0.338 10.710 0.11
H -4.028 1.001 9.717 0.11
H -3.237 0.504 7.429 0.12
H -6.868 -2.193 9.423 0.12
H -6.980 -5.029 5.375 0.12
H -6.149 -5.558 3.106 0.11
H -4.409 -4.141 2.065 0.11
H -3.485 -2.211 3.305 0.12
```

Results
gap between HOMO and LUMO = 8.075 eV
charge = 0

=====

no.,calculated total energy (eV)
1,-162371.5767
2,-177801.3022
3,-84761.1278